# 1
Below is a 13-piece molecular cluster, C43H64Br25NO3 overall, with properties calculated with ωB97M-V with the def2-TZVPD basis set.

Values from the calculation:
Strongest force on any atom   2.26 eV/Å
E   -1804325.4666 eV
Highest occupied orbital energy   -0.3143 hartree
Orbital gap   8.28 eV

Cartesian coordinates (Å):
Br (-11.0839, -10.7569, -0.8776)
Br (0.0526, 2.0814, 3.0287)
Br (1.8119, 4.9486, -1.0531)
Br (1.5101, 8.7371, -2.5044)
Br (4.5674, 0.8768, 11.0535)
Br (3.8384, 4.9379, 5.7921)
Br (-1.6874, -2.8212, 0.6741)
Br (3.1369, 1.5648, 0.9815)
Br (4.3424, -2.2625, 3.2892)
Br (-4.8603, -4.6462, 0.2497)
Br (5.3261, 5.0668, 9.1572)
Br (2.7088, 1.0064, 7.8783)
Br (-4.4657, -6.7643, 3.4600)
Br (-1.8496, 7.8022, -1.1157)
Br (2.3768, -3.6633, -7.4428)
Br (5.6221, -2.0178, -8.0212)
Br (5.8094, 1.9459, 3.4855)
Br (0.9124, -4.0901, -2.5736)
Br (2.0323, 11.7625, -4.5539)
Br (-9.5599, -10.7221, 2.4813)
Br (2.6742, -7.3188, -3.0251)
Br (6.1345, -0.6986, 6.1068)
Br (-6.3037, -8.2947, 0.6473)
Br (-0.3886, 5.2229, 4.8932)
Br (-2.1933, 4.4090, 0.1423)
O (-3.2549, -0.3234, -5.4093)
O (-1.7859, 4.0074, -5.7935)
O (-1.5423, -2.9509, -3.9566)
N (-3.0814, 2.0370, -5.6586)
C (0.2217, 9.8149, -3.4898)
C (2.1724, 1.5894, 9.6575)
C (-6.3225, -8.7430, 2.5430)
C (2.3441, -1.2678, -4.7726)
C (1.3889, 4.3245, -2.8616)
C (-9.0388, -11.7101, 0.8846)
C (-9.2117, -10.8778, -0.3580)
C (-3.3079, 7.0183, -0.1054)
C (-1.6747, 0.3544, -2.6827)
C (1.1728, -1.3916, -2.2805)
C (2.2607, 5.0768, -3.9037)
C (0.9797, -1.5523, -4.6531)
C (4.4867, -3.0019, -9.2595)
C (0.8316, -6.9676, -2.5037)
C (-1.1104, 2.4749, 4.5353)
C (-2.0483, -4.7310, 0.7697)
C (4.2566, -2.6575, 5.1938)
C (-1.1351, -1.9914, -3.3418)
C (-1.5360, 2.4269, -3.9088)
C (-2.0278, 1.0961, -3.7975)
C (3.0297, -2.7158, -9.0126)
C (3.4149, 2.9634, 2.3081)
C (5.8405, 4.0009, 7.6063)
C (4.8716, 3.3042, 2.4528)
C (-6.2652, -7.5079, 3.4010)
C (3.1549, -1.0559, -3.6585)
C (-0.4039, 2.2192, -1.7875)
C (5.7028, 4.7920, 6.3341)
C (0.2579, -5.7957, -3.2599)
C (-1.6956, 3.8576, 4.4237)
C (-2.7744, 6.0828, 0.9425)
C (-2.1387, -1.1148, -2.5377)
C (-0.1618, 4.4184, -3.1288)
C (-0.7174, 2.9915, -2.9417)
C (0.3539, -1.6390, -3.4108)
C (0.7867, 10.2871, -4.8031)
C (-3.0556, -5.1506, -0.2676)
C (-0.8776, 0.9127, -1.6691)
C (-2.0801, 2.9896, -5.2284)
C (4.3203, -1.3995, 6.0177)
C (2.5239, -1.1038, -2.4009)
C (-2.8574, 0.7398, -5.0288)
C (3.3232, 2.2208, 10.3928)
H (4.7810, -2.6593, -10.2499)
H (-0.6308, 9.1577, -3.6556)
H (-7.2603, -9.2743, 2.6967)
H (0.7518, -1.4358, -1.2717)
H (1.7834, 5.1877, -4.8880)
H (-2.0502, 4.0903, 3.4230)
H (-0.6145, 0.3290, -0.7839)
H (1.6696, 3.2626, -2.9220)
H (3.8972, 2.9063, 9.7770)
H (-2.5102, 3.9865, 5.1345)
H (-3.0790, -6.2359, -0.3595)
H (-2.0824, -1.3847, -1.4704)
H (-0.5217, 2.3298, 5.4369)
H (2.6149, 6.0366, -3.4971)
H (-0.8236, -5.7520, -3.1337)
H (5.2279, 3.1022, 7.6189)
H (1.3217, 9.5093, -5.3400)
H (-3.1514, -1.1748, -2.9541)
H (0.2170, 2.6297, -0.9841)
H (2.9709, 2.7434, 11.2803)
H (6.0898, 5.8036, 6.4161)
H (5.3894, 3.3948, 1.5020)
H (3.1675, 4.4635, -4.0648)
H (-8.8480, -9.8609, -0.2432)
H (4.0450, -1.6038, 7.0506)
H (0.4421, -1.7299, -5.5909)
H (-3.9669, 6.5336, -0.8199)
H (3.1417, -0.9408, -1.5113)
H (4.2256, -0.8580, -3.7394)
H (-0.3086, 4.7693, -4.1600)
H (0.2903, -7.8824, -2.7425)
H (-3.5569, 5.8133, 1.6506)
H (5.0644, -3.3501, 5.4109)
H (2.4224, -3.0808, -9.8389)
H (2.8239, -1.6610, -8.8540)
H (-2.8718, -4.7114, -1.2450)
H (-8.7107, -11.3463, -1.2031)
H (6.8801, 3.7296, 7.7791)
H (1.7644, 0.7204, 10.1656)
H (4.7383, -4.0529, -9.1530)
H (-2.3678, -4.9418, 1.7861)
H (-6.9236, -6.7165, 3.0545)
H (2.8558, 3.8214, 1.9366)
H (6.2005, 4.2808, 5.5109)
H (0.4950, -5.8163, -4.3198)
H (4.9916, 4.2277, 3.0163)
H (-9.6272, -12.6228, 0.8731)
H (-0.0032, 10.6856, -5.4371)
H (3.6919, -0.6023, 5.6303)
H (-6.5060, -7.7496, 4.4345)
H (-5.4917, -9.4211, 2.7158)
H (-1.0881, -5.2111, 0.5863)
H (1.3782, 2.3155, 9.4928)
H (-7.9897, -11.9595, 1.0339)
H (0.8308, -6.8209, -1.4274)
H (-0.0754, 10.6289, -2.8349)
H (-0.6408, 5.1162, -2.4200)
H (-1.9230, 6.4862, 1.4844)
H (-3.9489, 2.3186, -5.1881)
H (2.9646, 2.6150, 3.2327)
H (-3.8316, 7.8548, 0.3545)
H (3.3014, -3.1594, 5.3380)
H (-1.8969, 1.7231, 4.4947)
H (2.8168, -1.2134, -5.7585)

---

# 2
Below is one molecule with the formula C43H64N8O9, with properties calculated with ωB97M-V with the def2-TZVPD basis set.

Values from the calculation:
Strongest force on any atom   1.26 eV/Å
E   -75980.8864 eV
Highest occupied orbital energy   -0.3087 hartree
Orbital gap   8.89 eV

Cartesian coordinates (Å):
O (0.6465, 4.1465, -1.1514)
O (1.6178, 5.8162, -2.3207)
O (-1.7239, 5.5191, -3.2309)
O (-6.5240, -2.5888, -2.3921)
O (-0.7438, -4.8653, -0.3277)
O (5.0371, -4.7518, 3.5267)
O (-5.8532, -0.4982, -1.7842)
O (-1.5631, 3.4844, -4.1916)
O (5.7302, -5.1217, 5.6445)
N (0.5192, 1.5586, -3.5028)
N (4.1352, -2.3996, 3.9355)
N (0.3700, 0.4649, -2.8659)
N (-4.3720, -2.1621, -1.8663)
N (1.4195, 2.3054, -2.8766)
N (-2.2697, -3.2063, -0.3425)
N (4.6529, -1.3093, 3.3795)
N (3.9467, -0.9829, 2.3695)
C (5.0072, -5.9554, 1.5115)
C (1.3986, 6.8695, -1.3311)
C (2.3419, -1.8034, 7.8947)
C (-2.5742, 2.8637, -2.0597)
C (3.8000, -3.0339, 6.2926)
C (6.9278, -6.2390, 3.1130)
C (-3.9804, 3.7234, -3.9707)
C (-1.1692, 4.7145, -3.9401)
C (1.1714, -0.6438, -0.8324)
C (-3.9569, -3.5358, -2.0532)
C (1.2273, 4.5795, -2.1089)
C (-8.1788, -0.5616, -1.0233)
C (-2.8190, 1.4978, -4.1520)
C (-7.1602, 0.1016, -1.9496)
C (1.8697, 1.6575, -1.7798)
C (4.3680, -0.6558, 6.9634)
C (5.2370, -4.4349, 4.7893)
C (2.3071, 6.6002, -0.1326)
C (4.7434, -3.0064, 5.0818)
C (-6.9466, 1.5616, -1.5459)
C (0.9589, -2.7331, 0.9966)
C (-1.0007, -3.6774, -0.2469)
C (-2.7473, 2.9111, -3.5760)
C (1.7275, 3.6613, -3.2545)
C (0.0644, -2.6454, -0.0598)
C (1.9631, -1.7775, 1.1427)
C (1.1819, 0.4569, -1.7781)
C (1.1755, 3.9795, -4.6600)
C (5.4192, -6.0470, 2.9798)
C (0.0918, 5.0549, -4.7241)
C (-7.6010, 0.0077, -3.4099)
C (2.0525, -0.7222, 0.2383)
C (-3.3457, -4.0808, -0.7585)
C (-5.6692, -1.8080, -2.0399)
C (1.8195, 8.1431, -2.0624)
C (-3.3285, -1.2785, -1.4016)
C (-2.7125, -1.8513, -0.1183)
C (3.2498, -1.6547, 6.6753)
C (0.1978, -1.6262, -0.9907)
C (-0.0643, 6.9490, -0.9085)
C (3.0430, -2.7915, 3.2489)
C (4.6526, -7.1576, 3.6939)
C (2.9267, -1.8660, 2.2247)
H (-2.5600, -1.1932, -2.1783)
H (7.4526, -5.4072, 2.6478)
H (-4.8337, -4.1153, -2.3439)
H (0.8647, -3.5469, 1.6986)
H (-3.7468, -0.2927, -1.2091)
H (-0.2074, 5.1696, -5.7688)
H (2.8204, 3.7712, -3.2549)
H (2.1968, 7.3985, 0.5955)
H (1.1386, 8.3430, -2.8854)
H (-2.4772, 3.8671, -1.6539)
H (4.9070, -0.3969, 6.0555)
H (-0.3232, 6.1229, -0.2527)
H (-2.9622, 1.5399, -5.2285)
H (-8.3203, -1.6008, -1.3059)
H (-8.5418, 0.5338, -3.5438)
H (-3.4825, -1.8685, 0.6646)
H (-3.9401, 4.7177, -3.5343)
H (-2.9303, -5.0773, -0.9149)
H (1.5417, -2.5137, 7.6985)
H (-3.6468, 0.9560, -3.7036)
H (-0.4456, -1.5726, -1.8537)
H (5.6285, -2.4039, 5.3147)
H (-9.1298, -0.0416, -1.0949)
H (2.4679, -3.6503, 3.5185)
H (-7.7335, -1.0330, -3.6921)
H (-6.8494, 0.4550, -4.0573)
H (-4.0358, 3.8158, -5.0536)
H (-0.2341, 7.8843, -0.3824)
H (0.4638, 6.0162, -4.3696)
H (4.9337, -7.2010, 4.7429)
H (2.8241, 0.0164, 0.3857)
H (4.8815, -8.1122, 3.2292)
H (-4.1104, -4.1233, 0.0252)
H (-3.2093, -3.5778, -2.8538)
H (2.6486, -1.2711, 5.8429)
H (2.0359, 5.6593, 0.3401)
H (5.5194, -5.1253, 1.0320)
H (4.3566, -3.4579, 7.1299)
H (-0.7148, 6.9073, -1.7790)
H (7.2134, -6.2946, 4.1601)
H (-4.8765, 3.2207, -3.6177)
H (1.8012, 8.9858, -1.3782)
H (1.8936, -0.8474, 8.1533)
H (0.7593, 3.0505, -5.0531)
H (3.5812, -6.9825, 3.6208)
H (3.3476, 6.5516, -0.4477)
H (2.0005, 4.2938, -5.3001)
H (-3.4370, 2.3820, -1.6080)
H (5.2627, -6.8759, 0.9960)
H (3.9492, 0.2602, 7.3732)
H (2.9135, -2.1574, 8.7497)
H (5.0680, -1.0660, 7.6882)
H (-7.8301, -0.5200, 0.0067)
H (-1.8859, -1.2262, 0.2161)
H (2.9639, -3.7041, 6.0768)
H (-1.8879, 0.9769, -3.9478)
H (-6.6082, 1.6198, -0.5145)
H (-6.1925, 2.0184, -2.1817)
H (3.9361, -5.7897, 1.4287)
H (2.5965, 2.0732, -1.1164)
H (2.8251, 8.0318, -2.4601)
H (-1.6810, 2.2990, -1.8050)
H (7.2215, -7.1605, 2.6189)
H (-7.8755, 2.1145, -1.6459)

---

# 3
Below is C43H64N9O5RbSSi2 as an isolated structure, with properties calculated with ωB97M-V with the def2-TZVPD basis set.

Values from the calculation:
Strongest force on any atom   0.83 eV/Å
E   -96523.5418 eV
Highest occupied orbital energy   -0.2114 hartree
Orbital gap   5.12 eV

Cartesian coordinates (Å):
Rb (0.3139, 0.0411, -0.1105)
S (2.8815, -2.6840, 0.5436)
Si (-4.3126, -0.8862, 1.9726)
Si (-3.7782, 0.6395, -0.7253)
O (4.1353, 6.0249, 3.7803)
O (2.6050, 0.6313, 1.2829)
O (1.6550, -2.7970, 1.4011)
O (-0.0069, 1.8085, 1.8459)
O (2.3086, 7.1449, 3.9839)
N (-0.4119, 0.0447, -5.2375)
N (2.4468, 1.4474, -1.7720)
N (1.8319, -1.3134, -2.6512)
N (3.1207, 1.8239, -3.8608)
N (2.9231, 6.1349, 3.6778)
N (-2.0726, -1.8558, 5.3100)
N (-1.8134, -2.2921, -0.5589)
N (-0.0144, 0.8653, -3.2069)
N (0.7145, -0.6048, 3.1787)
C (-0.4558, -1.3709, 3.5647)
C (-0.9078, -0.9653, 4.9486)
C (2.8211, 3.0684, -3.3390)
C (3.9047, -3.4712, 3.6672)
C (2.1698, 5.0079, 3.1718)
C (-3.1008, -1.9985, -0.2556)
C (2.9474, 1.6452, 1.8677)
C (2.4084, 2.8099, -2.0261)
C (-3.7972, -4.1000, -1.2816)
C (-3.2752, 0.1175, -2.4685)
C (0.1205, -0.1601, -3.9902)
C (-3.8691, -2.5299, 2.8546)
C (-1.5318, -3.4405, -1.1758)
C (-1.0489, 3.1187, -3.6200)
C (2.8428, 4.3488, -3.8794)
C (0.7698, 5.1011, 3.0484)
C (-2.4637, -4.3838, -1.5612)
C (-6.2112, -0.9661, 1.9626)
C (5.1410, -5.8506, -0.8868)
C (-2.9261, 2.2692, -0.2848)
C (4.2596, -2.0544, 1.5630)
C (2.9931, -0.5684, -3.1161)
C (-0.9458, 1.3216, -5.2410)
C (0.7614, -1.4667, -3.6259)
C (-3.9761, 0.5469, 3.1900)
C (-4.1049, -2.9200, -0.6423)
C (2.8287, 3.8602, 2.8050)
C (-1.9959, 3.3437, -5.8450)
C (2.4234, 5.3752, -3.0545)
C (0.6832, 2.7933, 2.2197)
C (1.9824, 3.8573, -1.2102)
C (-3.4293, -0.7328, 0.4167)
C (-1.7130, 3.8653, -4.5723)
C (3.4682, -4.3763, 0.2897)
C (-1.6164, 2.0647, -6.2060)
C (-5.6030, 1.1298, -0.8939)
C (4.5272, -4.4578, -0.8018)
C (-0.6709, 1.8236, -3.9656)
C (1.9979, 5.1331, -1.7389)
C (2.8600, 0.9081, -2.8752)
C (0.0564, 4.0377, 2.5869)
C (2.1283, 2.7584, 2.3131)
C (3.9768, -2.0765, 3.0584)
H (3.9079, 3.8244, 2.8857)
H (4.7792, -1.5049, 3.5332)
H (1.6491, 3.6701, -0.1974)
H (-1.3037, 0.0484, 4.9569)
H (-2.2678, -0.3021, -2.4839)
H (-3.3087, 0.9590, -3.1647)
H (5.1389, -2.6508, 1.3070)
H (1.1036, -1.9483, -4.5574)
H (2.1190, -2.2246, -2.3233)
H (-0.0049, -2.1125, -3.1872)
H (3.4082, 1.6191, -4.8006)
H (-1.8376, 1.6677, -7.1883)
H (-5.7310, 1.8677, -1.6918)
H (4.0749, -4.1926, -1.7617)
H (-2.8008, -2.7661, 2.8202)
H (-6.6168, -1.1470, 2.9646)
H (-1.7828, -2.8336, 5.3240)
H (-0.1226, -1.0686, 5.6945)
H (2.4179, 6.3891, -3.4327)
H (4.4076, -1.0312, 1.2215)
H (3.0525, -1.5327, 3.2548)
H (-2.0262, 4.8739, -4.3367)
H (3.1932, -0.7399, -4.1858)
H (-5.9896, 1.5744, 0.0269)
H (1.6727, 5.9653, -1.1283)
H (5.6500, -6.1085, 0.0432)
H (0.3777, 0.3184, 2.8936)
H (-2.4940, -1.6202, 6.2063)
H (-3.3522, 2.6852, 0.6339)
H (2.5663, -4.9235, 0.0076)
H (-2.1603, -5.2987, -2.0520)
H (-0.4729, -3.6283, -1.3528)
H (-4.5824, -4.7889, -1.5711)
H (3.7867, -3.4086, 4.7500)
H (-1.0196, 4.0874, 2.4782)
H (-0.8281, 3.5109, -2.6353)
H (-4.3925, -3.3556, 2.3686)
H (4.3742, -6.6061, -1.0661)
H (-1.3024, -1.2043, 2.8796)
H (4.0265, 1.7974, 2.0817)
H (-4.0972, 0.2404, 4.2385)
H (3.8234, -4.7722, 1.2423)
H (-4.2284, -2.5374, 3.8947)
H (-0.2345, -2.4447, 3.5346)
H (5.3154, -3.7215, -0.6218)
H (-4.7037, 1.3476, 3.0354)
H (-2.5244, 3.9594, -6.5611)
H (-6.5601, -1.7718, 1.3110)
H (-6.2267, 0.2632, -1.1297)
H (-0.4685, -0.6339, -5.9755)
H (-5.1360, -2.6613, -0.4348)
H (0.2835, 6.0257, 3.3258)
H (3.8662, -0.9264, -2.5656)
H (4.8152, -4.0448, 3.4713)
H (-1.8566, 2.1454, -0.1017)
H (3.0534, -4.0254, 3.2710)
H (5.8685, -5.9123, -1.6960)
H (-6.6487, -0.0368, 1.5929)
H (-2.7890, -1.7670, 4.5739)
H (1.0335, -1.0513, 2.3244)
H (-2.9832, 0.9799, 3.0423)
H (-3.9590, -0.6540, -2.8356)
H (-3.0655, 3.0113, -1.0774)
H (3.1571, 4.5378, -4.8978)